Record 1
{"formula": "C19H46B2NO27", "method": "the ωB97M-V functional and the def2-TZVPD basis", "lumo_energy_ha": 0.013, "de_lowest_kcal_mol": 69.98, "total_charge": -1, "gap_ev": 7.27, "e_homo_ev": -6.92, "elements": ["C", "C", "C", "C", "N", "C", "C", "C", "C", "C", "C", "C", "H", "H", "H", "H", "H", "H", "H", "H", "H", "H", "H", "H", "H", "H", "H", "H", "H", "H", "H", "H", "H", "H", "H", "H", "O", "C", "O", "B", "O", "C", "O", "O", "C", "O", "C", "O", "O", "O", "C", "O", "B", "O", "C", "O", "O", "C", "O", "C", "O", "O", "O", "H", "H", "O", "H", "H", "O", "H", "H", "O", "H", "H", "O", "H", "H", "O", "H", "H", "O", "H", "H", "O", "H", "H", "O", "H", "H", "O", "H", "H", "O", "H", "H"], "xyz": [[-1.564, -0.540, -2.742], [-0.803, -1.733, -2.112], [0.196, -2.382, -3.133], [0.968, -3.630, -2.523], [2.340, -3.710, -3.071], [2.980, -4.862, -2.284], [4.488, -4.724, -2.094], [4.657, -3.180, -2.189], [3.246, -2.705, -2.806], [2.293, -4.043, -4.596], [3.472, -4.662, -5.266], [3.102, -5.174, -6.719], [-1.073, 0.411, -3.062], [-2.341, -0.100, -2.241], [-2.143, -0.926, -3.546], [-1.599, -2.112, -1.735], [-0.210, -1.405, -1.108], [0.708, -1.692, -3.525], [-0.274, -2.658, -4.029], [0.191, -4.522, -2.569], [0.966, -3.415, -1.430], [2.756, -5.780, -2.505], [2.760, -4.710, -1.318], [5.359, -5.257, -2.693], [4.676, -4.875, -1.084], [5.301, -2.952, -3.127], [5.025, -2.720, -1.488], [3.587, -2.004, -3.607], [2.857, -2.066, -1.949], [1.706, -3.195, -5.067], [1.422, -4.667, -4.488], [3.804, -5.389, -4.812], [4.356, -3.957, -5.256], [2.828, -4.355, -7.372], [2.217, -5.802, -6.808], [3.770, -5.582, -7.222], [-0.687, 2.866, -1.330], [-0.611, 2.373, -0.174], [-0.443, 1.168, 0.037], [-0.452, 1.101, 1.578], [-0.613, 2.470, 2.024], [-0.584, 3.158, 1.015], [-0.605, 4.410, 1.101], [0.742, 0.468, 2.113], [0.382, -0.629, 2.619], [1.171, -1.279, 3.353], [-1.069, -0.829, 2.517], [-1.501, 0.221, 1.970], [-1.749, -1.803, 2.850], [-0.978, 3.166, 6.080], [-1.714, 3.447, 5.202], [-2.304, 4.607, 5.105], [-3.161, 4.580, 3.910], [-3.211, 3.124, 3.644], [-2.522, 2.562, 4.466], [-2.429, 1.383, 4.655], [-2.536, 5.317, 2.771], [-3.352, 6.298, 2.541], [-2.981, 7.307, 1.975], [-4.556, 6.155, 3.323], [-4.474, 5.218, 4.145], [-5.586, 6.898, 3.266], [1.251, 2.047, -2.807], [0.632, 2.060, -2.083], [1.848, 1.398, -2.553], [-2.725, -3.026, 5.176], [-3.625, -2.874, 4.747], [-2.203, -2.642, 4.421], [-4.340, -2.293, 1.429], [-4.652, -1.400, 1.607], [-3.455, -2.106, 1.701], [-1.168, 6.516, -0.609], [-0.533, 7.099, -0.298], [-0.925, 5.692, -0.134], [1.775, 6.112, 0.508], [2.045, 5.344, -0.194], [0.907, 5.854, 0.879], [2.218, -1.707, 6.451], [1.709, -1.442, 5.727], [1.632, -1.797, 7.158], [0.596, 5.285, 3.689], [0.128, 4.974, 3.086], [0.071, 5.871, 4.308], [-3.367, 4.044, -3.202], [-3.323, 3.927, -2.286], [-2.501, 3.912, -3.507], [2.345, 2.841, 1.390], [3.169, 2.380, 1.136], [2.130, 3.041, 2.443], [-4.652, 0.537, 2.182], [-3.873, 0.943, 2.741], [-5.295, 0.542, 3.001], [-0.514, -4.818, 1.355], [-0.394, -3.960, 1.480], [-1.110, -5.035, 1.880]], "lowdin_charge": [-0.0850, -0.1718, -0.1436, -0.0925, -0.2175, -0.0718, -0.1163, -0.0673, -0.1432, -0.0755, -0.1494, -0.0195, 0.0889, 0.0461, 0.0666, 0.0319, 0.1550, 0.0307, 0.0979, 0.1967, 0.1334, 0.0933, 0.1021, 0.1602, 0.0881, 0.1348, 0.0142, 0.1540, 0.1684, 0.1619, 0.1219, 0.0065, 0.1476, 0.0866, 0.0944, -0.0186, 0.0989, -0.4235, 0.2903, -0.8359, 0.3421, -0.4100, 0.0930, 0.2886, -0.3788, 0.1121, -0.3675, 0.3077, 0.1011, 0.1977, -0.4665, 0.2596, -0.7900, 0.3086, -0.5629, 0.1735, 0.2355, -0.4192, 0.1614, -0.4237, 0.2955, 0.0785, -0.0267, -0.0359, -0.0230, -0.1182, 0.0595, -0.0011, -0.0668, -0.0118, -0.0344, -0.0489, -0.0243, -0.0051, -0.1310, 0.1196, -0.0109, -0.0094, -0.0238, 0.0026, 0.0418, -0.1535, 0.1026, -0.0137, -0.0022, 0.0013, -0.1014, 0.0445, 0.1682, -0.1308, 0.0631, 0.1085, 0.1094, -0.0409, -0.0830]}

=====

Record 2
{"formula": "C19H46BrCl2F6MgN2NaO12P2", "method": "the ωB97M-V functional and the def2-TZVPD basis", "lumo_energy_ha": -0.190, "gap_ev": 1.28, "e_homo_ev": -6.46, "elements": ["C", "C", "O", "N", "C", "C", "C", "C", "O", "P", "O", "O", "O", "N", "C", "C", "C", "O", "H", "H", "H", "H", "H", "H", "H", "H", "H", "H", "H", "H", "H", "H", "H", "H", "H", "H", "H", "F", "P", "F", "F", "F", "F", "F", "O", "H", "H", "C", "O", "H", "H", "H", "H", "Cl", "C", "C", "Cl", "H", "H", "H", "H", "Na", "C", "C", "O", "H", "H", "H", "H", "H", "Mg", "O", "C", "O", "C", "C", "C", "H", "H", "H", "H", "H", "H", "H", "H", "Br", "C", "O", "H", "H", "H", "H"], "xyz": [[0.016, -0.463, -3.723], [-1.181, -0.976, -2.674], [-1.339, -2.294, -2.569], [-1.910, 0.107, -1.926], [-3.182, -0.351, -1.263], [-2.957, -0.180, 0.370], [-1.779, 0.981, 0.594], [-1.726, 1.501, 2.182], [-0.353, 1.787, 2.630], [0.353, 3.139, 1.790], [0.836, 4.166, 2.935], [-0.743, 4.030, 0.772], [1.806, 2.591, 0.997], [1.581, 2.199, -0.270], [2.110, 0.766, -0.483], [2.474, 3.069, -1.169], [1.962, 4.469, -1.895], [3.755, 2.708, -1.458], [-0.285, -0.575, -4.849], [0.233, 0.699, -3.553], [1.056, -0.996, -3.490], [-2.012, 0.995, -2.464], [-3.578, -1.402, -1.585], [-4.035, 0.426, -1.564], [-2.707, -1.195, 0.895], [-3.962, 0.224, 0.863], [-0.696, 0.582, 0.369], [-2.079, 1.935, -0.030], [-2.084, 0.553, 2.813], [-2.494, 2.381, 2.379], [-0.213, 4.717, 0.240], [1.364, -0.037, -0.058], [3.135, 0.633, 0.071], [2.188, 0.629, -1.649], [2.806, 4.904, -2.618], [1.030, 4.176, -2.579], [1.688, 5.209, -1.029], [7.907, 1.367, -1.572], [7.151, 1.208, -0.219], [6.624, -0.163, -0.738], [8.401, 0.457, 0.328], [6.709, 2.588, -0.793], [7.548, 1.946, 1.095], [5.715, 1.056, 0.367], [2.820, 3.101, 5.411], [2.265, 3.370, 4.663], [2.613, 3.749, 6.101], [3.559, 3.941, 9.388], [2.939, 3.494, 8.197], [3.032, 4.826, 9.753], [3.509, 3.153, 10.144], [4.601, 4.198, 9.184], [3.428, 2.708, 7.897], [8.479, -1.260, 1.278], [8.690, -2.643, 2.381], [7.395, -3.020, 3.083], [6.883, -1.784, 4.259], [9.478, -2.390, 3.096], [9.040, -3.482, 1.772], [7.533, -3.951, 3.642], [6.578, -3.170, 2.370], [6.507, -2.085, -0.866], [-1.112, 4.568, -5.989], [-0.159, 5.347, -5.066], [-0.079, 4.669, -3.933], [-2.117, 4.478, -5.559], [-1.212, 5.092, -6.946], [-0.738, 3.559, -6.207], [-0.561, 6.372, -5.035], [0.759, 5.493, -5.656], [-1.286, -2.563, -0.414], [-6.197, -3.826, -1.146], [-5.994, -4.948, -1.610], [-6.020, -6.033, -0.806], [-5.980, -7.395, -1.273], [-4.549, -7.846, -1.497], [-5.624, -5.119, -3.053], [-6.609, -7.527, -2.158], [-6.428, -8.006, -0.482], [-4.057, -7.252, -2.271], [-4.520, -8.897, -1.796], [-3.962, -7.721, -0.582], [-4.551, -4.946, -3.172], [-6.177, -4.382, -3.644], [-5.885, -6.093, -3.462], [-8.211, -7.423, -1.899], [-8.155, -1.090, 1.123], [-6.828, -1.555, 1.290], [-8.284, -0.170, 1.696], [-8.341, -0.888, 0.065], [-8.855, -1.846, 1.488], [-6.744, -2.372, 0.770]], "lowdin_charge": [-0.0171, -0.3361, -0.2356, 0.0139, -0.2073, -0.2101, -0.1803, -0.2216, -0.2346, 0.7984, -0.3505, -0.1866, -0.1961, -0.2303, -0.0581, -0.2192, -0.0216, -0.0317, 0.1024, 0.0987, 0.1026, 0.1559, 0.1252, 0.1561, 0.0163, 0.1408, 0.0809, 0.1229, 0.1426, 0.1482, 0.1030, 0.0640, 0.1066, 0.0988, 0.1176, 0.0573, 0.0835, -0.1169, -0.0031, -0.2501, -0.4228, -0.1222, -0.1095, -0.1248, -0.0789, 0.0002, 0.0123, -0.1566, -0.1421, 0.0800, 0.0747, 0.0785, 0.0860, 0.8459, -0.6146, -0.6714, 0.5626, 0.0747, 0.0652, 0.0691, 0.0512, 0.7454, -0.1155, -0.5007, -0.2152, 0.0621, 0.0633, 0.0591, 0.0931, 0.0992, 0.8178, 0.0655, -0.5196, -0.0556, -0.5245, -0.0421, 0.0057, -0.1974, 0.0831, 0.0684, 0.0892, 0.0869, 0.0944, 0.1003, 0.0712, 0.5117, -0.1667, -0.1468, 0.0776, 0.0753, 0.0777, 0.0504]}